146
Properties=species:S:1:pos:R:3:forces:R:3 method="wB97M-V/def2-TZVPD" homo_energy_ev=-9.75 mol_weight_g_mol=1035.10 homo_lumo_gap_ev=9.68 max_force_ha_per_bohr=0.1208
O 16.1782 -9.6583 3.4752 2.39 3.89 -0.74
C 16.8295 -8.5713 3.2639 -4.20 -3.52 2.93
O 17.7603 -8.4769 2.3789 0.97 0.40 -1.82
C 17.8775 -9.5651 1.4441 -1.06 -1.49 -1.72
C 16.7654 -9.7189 0.3197 -0.17 1.17 0.48
C 16.4275 -7.2399 3.9807 0.70 -0.95 -2.19
H 17.9028 -10.5165 1.9756 0.24 0.24 0.18
H 18.7729 -9.4350 0.8363 0.29 0.35 0.75
H 15.7286 -9.8788 0.6157 0.25 -0.36 0.67
H 17.0192 -10.4921 -0.4054 0.34 -0.23 0.39
H 16.6727 -8.8191 -0.2885 0.42 0.32 0.04
H 16.8520 -7.0641 4.9691 -0.34 -0.34 -0.10
H 15.3433 -7.2362 3.8683 0.04 0.05 0.80
H 16.7838 -6.4894 3.2751 0.14 0.41 0.36
O 22.3473 -11.1290 3.5055 1.64 2.04 -1.68
C 23.0831 -10.2217 3.0714 -2.56 -4.22 2.22
O 23.6325 -9.4178 3.9385 0.68 1.08 3.13
C 24.3198 -8.3289 3.3842 -0.42 -0.39 -3.61
C 23.7553 -8.4204 1.9465 0.08 2.04 -1.27
C 23.5127 -9.9071 1.7105 -0.41 1.11 0.26
H 25.3725 -8.5312 3.1865 0.32 0.22 1.38
H 24.0076 -7.3420 3.7258 0.56 -0.45 0.93
H 24.3809 -7.9142 1.2114 0.46 -0.39 -0.04
H 22.9047 -7.7388 1.9378 -0.81 -0.73 -0.16
H 24.4970 -10.3610 1.5949 -0.21 -0.45 -0.61
H 22.6904 -10.2271 1.0705 0.68 0.12 -0.55
O 28.4611 -13.2391 -0.3320 -0.25 0.52 -0.61
C 28.3184 -14.4341 -0.2759 -2.86 3.36 0.39
O 29.2971 -15.1801 -0.0178 4.30 -3.40 0.82
C 28.9277 -16.5820 0.1069 1.02 0.62 -0.59
C 27.5160 -16.5251 0.3342 -4.01 -0.11 0.06
C 27.0158 -15.1809 -0.2619 0.75 -1.37 0.29
H 29.3150 -17.0656 1.0037 1.26 0.18 -0.69
H 29.0486 -17.0700 -0.8602 1.13 -0.12 0.26
H 27.3096 -16.6258 1.3997 -0.47 0.04 -0.14
H 27.0621 -17.3212 -0.2560 -0.41 -0.30 0.70
H 26.2737 -14.6863 0.3648 -0.03 0.05 -0.54
H 26.7203 -15.3991 -1.2882 -0.48 0.51 0.05
O 15.2507 -15.2896 -2.7828 -1.81 -0.65 3.68
C 14.7336 -15.7285 -1.7231 2.44 -0.47 -4.72
O 14.3440 -15.0009 -0.6924 0.78 1.22 0.34
C 13.8767 -15.8234 0.3661 -2.09 -0.81 0.19
C 13.3602 -17.0273 -0.3974 1.62 -2.26 -0.40
C 14.5148 -17.2246 -1.4481 -1.48 2.24 0.19
H 13.0299 -15.3138 0.8258 0.24 0.28 0.09
H 14.5733 -16.0925 1.1600 0.60 0.32 -0.42
H 12.3932 -16.8593 -0.8714 0.18 0.13 -0.08
H 13.3611 -18.0062 0.0820 -0.58 0.38 0.88
H 14.1991 -17.7729 -2.3356 0.41 0.12 0.09
H 15.4638 -17.5564 -1.0268 -0.24 -0.49 0.15
O 22.2108 -10.3906 -4.6156 -0.37 -0.11 -0.61
C 23.2961 -10.7056 -4.9920 -0.11 0.29 0.65
O 24.3049 -10.7328 -4.0298 -1.85 0.16 -1.16
C 25.5112 -11.1533 -4.5559 1.32 -0.45 -1.08
C 25.3329 -11.2968 -6.1259 -0.84 -0.54 0.02
C 23.8044 -11.0666 -6.4138 1.38 0.63 1.06
H 25.8123 -12.0523 -4.0182 -0.03 -0.37 -0.39
H 26.2644 -10.4162 -4.2776 0.08 0.15 -0.37
H 25.4518 -12.2983 -6.5393 0.92 -0.08 0.54
H 25.9972 -10.6229 -6.6668 -0.20 0.02 0.08
H 23.3387 -11.9303 -6.8885 -0.16 -0.20 0.72
H 23.6416 -10.2944 -7.1657 -0.15 0.48 0.56
O 17.9189 -21.1027 -3.3043 -0.50 -2.98 0.58
C 17.4487 -22.1394 -2.8385 0.13 3.78 0.16
O 16.0836 -22.1166 -2.5569 0.34 -0.56 -0.64
C 15.6984 -23.2672 -1.8065 0.31 0.35 1.16
C 17.0282 -23.6914 -1.2097 -0.17 -0.98 0.79
C 18.0909 -23.3789 -2.2201 -0.04 -0.05 -1.25
H 15.0517 -23.9733 -2.3274 0.65 -0.14 -0.66
H 15.1094 -23.0010 -0.9288 -0.35 0.65 -0.25
H 16.9623 -24.6826 -0.7612 0.39 -0.10 -0.22
H 17.2278 -22.9800 -0.4084 -0.18 -0.12 0.33
H 18.2397 -24.0889 -3.0337 -0.35 -0.37 -0.02
H 19.0927 -23.2450 -1.8119 -0.23 0.58 0.01
O 17.8479 -15.7191 3.5289 0.61 0.69 3.84
C 17.8327 -15.3372 4.7232 -1.65 0.58 -3.82
O 18.1571 -16.0405 5.7796 1.65 -1.56 0.11
C 17.8330 -15.4088 7.0091 -0.29 -1.53 1.12
C 16.9525 -14.2793 6.6623 -0.90 0.79 -0.01
C 17.1864 -14.0286 5.1984 0.72 -0.09 -0.97
H 18.6454 -15.1769 7.6978 0.73 0.08 -0.84
H 17.2538 -16.1474 7.5632 0.08 -0.19 0.04
H 17.1926 -13.4547 7.3335 -0.73 0.18 -0.20
H 15.9456 -14.6915 6.7286 -0.26 0.76 0.52
H 17.8668 -13.2046 4.9832 -0.03 0.06 -0.03
H 16.2890 -13.9076 4.5916 0.06 0.25 0.19
O 26.5736 -22.5645 1.7048 -3.68 0.55 1.16
C 25.3707 -22.4358 2.0235 4.00 0.85 -0.82
O 24.5015 -23.4059 1.7880 -0.50 -1.26 -0.94
C 23.1755 -23.0687 2.1648 -0.64 -0.37 1.18
C 23.3567 -21.9053 3.0561 -1.78 2.84 0.51
C 24.6190 -21.2028 2.6105 1.06 -2.38 0.29
H 22.7301 -23.8602 2.7675 0.23 -0.47 -0.45
H 22.4564 -22.8053 1.3892 0.69 -0.35 -0.78
H 23.2444 -22.1047 4.1218 0.75 -0.29 -0.03
H 22.5635 -21.1781 2.8823 -0.43 -0.12 0.06
H 25.1193 -20.8210 3.5004 0.38 0.53 -0.70
H 24.4983 -20.5617 1.7373 -0.08 0.51 0.48
O 24.2650 -22.9472 -6.4201 0.44 0.04 0.84
C 24.3925 -23.5675 -5.3871 -1.56 2.00 -2.57
O 24.8266 -24.8089 -5.4045 0.57 -0.90 0.44
C 24.8111 -25.2504 -4.0425 -0.66 -1.29 0.14
C 23.6350 -24.5128 -3.4294 0.87 -0.42 1.02
C 23.9119 -23.1776 -4.0226 -0.84 1.11 0.53
H 25.7599 -24.9323 -3.6105 -0.02 -0.41 0.38
H 24.6367 -26.3264 -4.0473 0.58 0.02 0.02
H 23.6620 -24.5323 -2.3399 -0.01 -0.04 0.00
H 22.6603 -24.8659 -3.7660 0.17 -0.31 -0.11
H 24.6704 -22.5909 -3.5044 0.18 -0.18 0.13
H 22.9864 -22.6038 -3.9750 0.29 0.44 -0.78
O 21.8041 -18.3634 -1.0862 -0.54 4.93 0.05
C 21.5244 -17.1261 -1.1283 1.55 -4.09 0.30
O 22.4214 -16.1160 -0.8994 0.15 -1.18 -0.44
C 21.8049 -14.8487 -1.1552 0.87 0.53 1.03
C 20.3743 -15.0636 -1.0728 -2.67 -1.19 -0.36
C 20.1995 -16.5481 -1.4718 0.05 0.68 0.08
H 22.0071 -14.4282 -2.1403 0.92 -0.19 0.12
H 22.0316 -14.1969 -0.3115 0.91 0.27 -0.50
H 19.9084 -14.3547 -1.7573 -0.59 -0.15 0.35
H 19.9896 -14.9951 -0.0553 -0.03 0.46 -0.07
H 20.1187 -16.6981 -2.5484 -0.51 -0.07 -0.03
H 19.4318 -17.0627 -0.8940 -0.09 -0.01 -0.48
O 24.6079 -17.7808 -9.5659 0.28 -0.42 1.20
C 24.4353 -17.6803 -8.3720 0.25 0.53 -1.93
O 23.3138 -17.0613 -7.9439 0.47 0.18 2.08
C 23.3311 -17.0094 -6.4566 -1.13 -0.95 -0.94
C 24.4627 -17.8700 -5.9806 0.81 -1.12 -0.26
C 25.3813 -18.0197 -7.2262 -1.36 0.74 1.10
H 22.4140 -17.5349 -6.1906 -0.31 0.78 0.28
H 23.4020 -15.9942 -6.0663 -0.26 0.07 -0.47
H 24.1536 -18.8819 -5.7185 -0.43 0.13 0.12
H 24.9138 -17.4519 -5.0806 0.32 0.02 -0.23
H 25.7753 -19.0340 -7.2881 0.51 0.52 -0.28
H 26.0511 -17.1655 -7.1266 0.79 -0.53 -0.64
O 18.3759 -21.5698 -8.4739 -0.19 -1.20 0.58
C 18.1461 -20.4178 -8.3265 1.24 1.24 -3.17
O 17.0459 -19.8309 -8.8327 -2.20 -1.34 0.55
C 17.0215 -18.4281 -8.6209 2.49 -0.09 -0.02
C 18.0941 -18.3160 -7.5077 -0.23 2.47 0.50
C 19.1084 -19.3150 -7.8991 -0.23 -2.63 1.71
H 16.0519 -17.9804 -8.4025 0.05 -0.50 -0.10
H 17.4759 -18.1230 -9.5635 -0.47 1.20 -0.03
H 17.6160 -18.5081 -6.5471 0.09 -0.33 0.05
H 18.5762 -17.3439 -7.4040 -0.45 0.35 -0.18
H 19.5375 -19.9354 -7.1123 0.55 0.92 0.83
H 19.9652 -19.0174 -8.5036 -0.63 -0.09 -0.68